# 1
Density functional theory data (ωB97M-V with the def2-TZVPD basis set) for a structure of composition C29H27AsCl2N7NaO4.

Properties
HOMO level: -2.77 eV
multiplicity: 1
energy above the lowest of the compared OMol25 structures with the same formula, charge and spin: 25.6 kcal/mol
LUMO level: 3.860 eV
total charge: -2

Geometry as XYZ:
```
71
C29H27AsCl2N7NaO4 ωB97M-V with the def2-TZVPD basis set
Na -0.06 0.49 1.16
O 0.10 -3.27 -2.75
C 0.08 -2.16 -2.15
N -0.47 -1.85 -1.00
C -1.13 -2.97 -0.39
C -1.60 -2.68 1.01
C -2.25 -3.69 1.74
C -2.74 -3.41 3.00
C -2.59 -2.13 3.52
C -1.94 -1.20 2.73
N -1.45 -1.47 1.52
C 0.78 -1.01 -2.87
C 1.31 -1.26 -4.14
C 1.85 -0.21 -4.86
C 1.86 1.06 -4.30
C 1.36 1.21 -3.02
N 0.84 0.21 -2.31
H -0.52 -3.88 -0.38
H -2.03 -3.25 -0.97
H -2.35 -4.67 1.30
H -3.23 -4.19 3.58
H -2.95 -1.87 4.50
H -1.80 -0.18 3.09
H 1.25 -2.27 -4.52
H 2.25 -0.38 -5.86
H 2.26 1.91 -4.84
H 1.36 2.18 -2.53
O -2.46 3.81 2.20
C -1.82 3.02 1.48
O -0.73 2.42 1.70
C -2.40 2.76 0.09
C -3.09 3.82 -0.57
C -3.48 3.66 -1.86
C -3.22 2.43 -2.52
C -3.55 2.19 -3.88
C -3.28 0.98 -4.45
C -2.67 -0.05 -3.69
C -2.34 0.16 -2.38
C -2.59 1.41 -1.77
N -2.18 1.60 -0.47
H -3.28 4.72 0.00
H -3.98 4.46 -2.40
H -4.02 2.99 -4.45
H -3.52 0.81 -5.49
H -2.44 -1.00 -4.16
H -1.81 -0.59 -1.79
Cl 4.52 -3.21 2.45
C 2.79 -3.63 2.24
Cl 2.04 -2.80 0.89
H 2.27 -3.33 3.13
H 2.74 -4.69 2.05
C 3.30 2.83 -0.83
As 2.43 1.58 0.42
C 2.87 2.58 2.05
C 3.93 0.33 0.52
H 4.25 3.17 -0.42
H 2.66 3.69 -1.01
H 3.48 2.32 -1.78
H 3.94 2.77 2.12
H 2.54 1.99 2.91
H 2.32 3.53 2.06
H 4.88 0.88 0.60
H 3.95 -0.32 -0.35
H 3.80 -0.29 1.41
O 1.16 -0.08 2.99
N 1.26 -1.11 3.71
C 0.91 -0.99 4.98
C 1.01 -2.17 5.79
N 1.09 -3.11 6.46
C 0.46 0.23 5.61
N 0.14 1.18 6.17
```

# 2
Density functional theory data (ωB97M-V with the def2-TZVPD basis set) for a structure of composition C31H60BrN7NbO2.

Properties
HOMO level: -4.80 eV
multiplicity: 1
LUMO level: 1.684 eV
total charge: -1

Geometry as XYZ:
```
102
C31H60BrN7NbO2 ωB97M-V with the def2-TZVPD basis set
C 0.73 -0.49 2.99
C 1.16 0.60 1.99
C 2.13 0.13 0.91
C 3.26 -0.80 1.37
C 4.15 0.01 2.37
Nb 4.47 -1.75 -0.30
C 4.24 -0.02 -1.68
C 5.36 0.95 -1.67
C 5.47 1.92 -0.52
N 6.20 0.96 -2.64
O 4.83 -3.38 1.00
N 5.26 -3.02 2.23
O 5.58 -3.95 2.89
C 2.62 -2.89 -1.07
Br 1.54 -2.04 -2.49
C 3.09 -4.25 -1.63
C 2.07 -5.37 -1.37
H -0.24 -0.23 3.40
H 0.68 -1.45 2.49
H 1.44 -0.54 3.81
H 1.51 1.47 2.53
H 0.25 0.93 1.48
H 2.63 1.02 0.53
H 1.59 -0.27 0.05
H 2.86 -1.62 1.96
H 3.90 -0.24 3.40
H 3.99 1.08 2.26
H 5.20 -0.22 2.26
H 5.45 -2.67 -1.57
H 6.05 -1.01 0.26
H 4.21 -0.45 -2.68
H 3.31 0.53 -1.54
H 6.19 1.59 0.22
H 4.50 2.03 -0.04
H 5.72 2.90 -0.91
H 6.92 1.66 -2.48
H 1.92 -3.05 -0.25
H 4.05 -4.52 -1.20
H 3.23 -4.11 -2.69
H 2.55 -6.34 -1.42
H 1.28 -5.30 -2.11
H 1.62 -5.26 -0.39
C -3.24 -5.41 -0.51
C -2.70 -5.04 -1.89
C -1.42 -4.21 -1.82
C -1.65 -2.93 -1.14
N -1.83 -1.94 -0.59
H -3.51 -4.51 0.06
H -4.13 -6.03 -0.59
H -2.50 -5.96 0.07
H -3.46 -4.50 -2.45
H -2.49 -5.96 -2.44
H -1.05 -3.98 -2.82
H -0.64 -4.75 -1.29
C 7.47 5.72 -5.49
C 7.17 4.34 -4.92
C 6.22 4.38 -3.71
C 6.80 5.17 -2.62
N 7.25 5.79 -1.78
H 7.98 6.35 -4.76
H 8.13 5.64 -6.36
H 6.56 6.22 -5.80
H 8.10 3.86 -4.62
H 6.72 3.71 -5.69
H 6.02 3.37 -3.36
H 5.27 4.83 -4.00
C -2.82 0.28 5.96
C -3.69 1.21 5.12
C -3.04 1.58 3.78
C -1.78 2.30 3.94
N -0.79 2.85 4.05
H -1.88 0.77 6.24
H -3.33 0.01 6.88
H -2.58 -0.63 5.42
H -3.93 2.10 5.69
H -4.64 0.71 4.90
H -3.71 2.21 3.19
H -2.84 0.67 3.20
C -6.67 3.13 2.32
C -6.77 1.62 2.20
C -7.86 1.04 3.13
C -7.53 1.37 4.51
N -7.28 1.75 5.57
H -6.39 3.44 3.33
H -5.91 3.51 1.63
H -7.62 3.61 2.06
H -5.81 1.17 2.45
H -7.00 1.35 1.18
H -7.93 -0.04 3.03
H -8.83 1.47 2.88
C -7.42 -0.53 -2.76
C -6.61 0.43 -3.62
C -5.41 1.03 -2.87
C -5.84 1.79 -1.71
N -6.17 2.40 -0.79
H -7.86 -0.02 -1.90
H -8.24 -0.96 -3.34
H -6.80 -1.35 -2.39
H -7.25 1.23 -3.98
H -6.23 -0.10 -4.50
H -4.85 1.70 -3.52
H -4.74 0.25 -2.53
```

The lowest HOMO level belongs to which entry? C31H60BrN7NbO2

Which of these has the highest LUMO level? C29H27AsCl2N7NaO4

Look up the total charge of the second one. -1